17
Properties=species:S:1:pos:R:3 method="wB97M-V/def2-TZVPD" total_energy_ha=-509.89085 spin_multiplicity=2 total_charge=+1 lumo_ev="-4.47 / -4.58" s_squared=0.754 gap_ev="4.4498 / 9.5687" homo_ev="-8.9 / -14.2" e_above_lowest_kj_mol=195.81
O 0.89157 -2.97049 1.34228
C 1.07593 -1.84956 1.86759
O 1.64721 -1.59579 2.95547
O 1.00513 -0.70181 1.09485
C -0.25592 -0.41705 0.51615
C -0.07762 0.76751 -0.44013
Li 1.93122 0.40866 2.57932
H -0.84042 -0.06656 1.37141
H -0.54907 -1.28982 -0.07248
H 0.81155 0.61456 -1.05169
H 0.09124 1.67680 0.13590
Li 1.75179 -1.84263 -0.42672
C -1.37000 1.01595 -1.46466
C -1.22558 2.07047 -2.42443
O -1.10100 2.92972 -3.17337
H -1.54122 0.06693 -1.97219
H -2.24482 1.18309 -0.83730

109
Properties=species:S:1:pos:R:3 method="wB97M-V/def2-TZVPD" total_energy_ha=-3625.92490 total_charge=-1 lumo_ev=1.64 gap_ev=5.5443 homo_ev=-3.9
C 2.93326 -2.08190 3.51197
C 4.46196 -2.24969 2.89280
C 5.04580 -0.78515 2.36942
C 4.74505 -0.68010 0.74002
C 5.37603 0.69362 0.08141
C 5.15166 0.77497 -1.57362
C 3.56465 0.84591 -2.00339
C 2.85194 2.29795 -1.59484
C 1.62235 1.95477 -0.51433
C 0.60764 3.23966 -0.57252
C -0.98605 2.88056 -0.45109
C -1.32802 1.44375 0.25860
C -2.97901 1.29550 0.29450
C -3.51151 -0.12900 0.90710
C -2.51116 -0.83760 1.99491
C -1.35394 -1.80396 1.35198
C -1.89206 -3.25891 0.80575
C -2.54139 -3.18668 -0.70905
C -1.95878 -4.30650 -1.75532
C -0.90732 -3.53858 -2.80342
C 0.19870 -4.67008 -3.27223
O 0.67263 -4.32893 -4.63139
B 2.13980 -4.07963 -4.44498
O 2.53667 -5.01547 -3.34390
C 1.46731 -5.02214 -2.29501
C 1.75345 -4.12340 -0.95276
C 3.39176 -3.81730 -0.93147
O 3.87537 -2.79986 -1.69644
F 4.30012 -4.68887 -0.10424
H 2.47838 -0.99929 3.29779
H 2.99694 -2.29325 4.67817
H 2.21445 -2.88478 3.01270
H 4.37645 -2.97075 1.96242
H 5.16759 -2.76302 3.68071
H 4.50271 0.11886 2.90664
H 6.21736 -0.71888 2.51274
H 3.58878 -0.74047 0.49964
H 5.26059 -1.60420 0.23413
H 6.55816 0.59717 0.21184
H 5.06676 1.68198 0.62734
H 5.68747 -0.20674 -1.99071
H 5.75446 1.68455 -2.05482
H 2.99773 -0.06979 -1.51999
H 3.53012 0.66768 -3.18004
H 2.37081 2.69359 -2.61210
H 3.61101 3.08505 -1.17835
H 1.16821 0.93961 -0.87782
H 2.11211 1.92126 0.55293
H 0.76159 3.79302 -1.61436
H 0.84651 4.06295 0.25601
H -1.46362 3.71924 0.25062
H -1.58437 2.97454 -1.47745
H -0.81875 1.28850 1.30770
H -0.95863 0.60177 -0.50239
H -3.50212 2.25396 0.77067
H -3.31624 1.31010 -0.85048
H -3.82077 -0.80950 -0.00020
H -4.52601 0.10880 1.48829
H -2.08886 -0.02190 2.75667
H -3.19613 -1.54475 2.66959
H -0.72458 -1.32522 0.48925
H -0.57729 -2.03846 2.22767
H -2.57969 -3.80098 1.59470
H -0.92182 -3.94738 0.70682
H -2.24731 -2.12641 -1.14121
H -3.73107 -3.21993 -0.65219
H -2.89497 -4.69993 -2.38241
H -1.43528 -5.21646 -1.21772
H -0.44380 -2.59881 -2.27669
H -1.55180 -3.11472 -3.71177
H -0.48089 -5.64264 -3.39878
H 2.16137 -3.01403 -3.94425
H 2.67851 -4.22046 -5.49412
H 1.39390 -6.12951 -1.90331
H 1.17065 -3.10904 -0.90206
H 1.52289 -4.74683 0.03452
C 1.86739 4.95214 3.83579
C 0.52547 4.24021 3.98458
O 0.71034 2.96437 3.37563
S 2.25907 2.49711 3.58428
O 2.31311 1.61084 4.72565
O 2.81046 2.15360 2.29417
O 2.85755 3.94479 4.03586
H 1.99018 5.35444 2.82504
H 1.99035 5.75774 4.56459
H -0.29011 4.78354 3.50148
H 0.28002 4.07847 5.03954
C -1.79946 6.82427 -1.72260
C -0.39311 7.41438 -1.66190
O -0.28737 7.99409 -0.36362
S -1.18524 7.12089 0.68127
O -0.30905 6.19645 1.36598
O -2.08020 8.01770 1.37493
O -2.04267 6.28446 -0.42466
H -2.54553 7.60249 -1.91310
H -1.88706 6.04348 -2.48284
H -0.22357 8.16724 -2.43535
H 0.36710 6.63043 -1.74460
C -7.47292 -3.84552 -1.25265
C -8.79724 -3.13963 -0.97405
O -8.52945 -2.26052 0.11601
S -6.98342 -1.75010 0.01756
O -6.97634 -0.45291 -0.62147
O -6.33569 -2.00790 1.28263
O -6.46525 -2.85320 -1.06529
H -7.29623 -4.65063 -0.53214
H -7.42604 -4.24970 -2.26740
H -9.59634 -3.83932 -0.71783
H -9.10724 -2.53121 -1.83023